1.
This record from the OMol25 dataset describes a structure of composition C22H46AsN6O4PbS2Si. The level of theory is ωB97M-V with the def2-TZVPD basis set.

## Properties
F_max = 0.60 eV/Å
orbital gap = 8.637 eV
total energy = -5009.3020 a.u.
net charge = +3
multiplicity = 1

Last column: Löwdin charge in e.
CARTESIAN COORDINATES (ANGSTROEM)
1 Pb -0.306 -0.809 2.066  1.37
2 N -3.500 1.451 4.267  0.15
3 C -2.939 2.596 3.759  -0.02
4 C -1.903 2.187 2.978  -0.09
5 N -1.837 0.813 2.998  -0.03
6 C -2.812 0.397 3.795  -0.26
7 C -2.982 -1.017 4.056  -0.28
8 N -2.184 -1.899 3.475  -0.02
9 C -2.571 -3.133 3.926  -0.09
10 C -3.621 -2.992 4.784  -0.03
11 N -3.868 -1.646 4.855  0.14
12 H -4.299 1.428 4.882  0.18
13 H -3.326 3.572 3.992  0.14
14 H -1.223 2.791 2.408  0.11
15 H -2.091 -4.041 3.607  0.12
16 H -4.203 -3.708 5.338  0.14
17 H -4.593 -1.227 5.417  0.18
18 C 2.897 -2.308 -0.778  -0.02
19 C 2.015 -1.933 -1.954  -0.59
20 C 1.142 -3.097 -2.389  -0.01
21 C 2.831 -1.365 -3.101  0.00
22 O 1.130 -0.870 -1.410  -0.17
23 Si 0.092 0.111 -2.156  0.00
24 S -1.776 0.119 -0.838  0.31
25 O 0.312 1.679 -1.939  -0.16
26 C 1.221 2.517 -1.155  -0.60
27 C 2.547 2.577 -1.891  0.00
28 C 0.540 3.872 -1.082  0.00
29 C 1.379 1.903 0.226  -0.05
30 O -0.356 -0.336 -3.635  -0.19
31 C -0.623 0.537 -4.847  -0.57
32 C 0.655 1.280 -5.179  -0.01
33 C -1.776 1.465 -4.520  -0.01
34 C -0.982 -0.453 -5.939  -0.01
35 H 3.648 -3.037 -1.082  0.11
36 H 2.302 -2.753 0.022  0.08
37 H 3.417 -1.426 -0.402  0.09
38 H 1.769 -3.928 -2.714  0.11
39 H 0.506 -2.812 -3.228  0.08
40 H 0.525 -3.445 -1.558  0.09
41 H 3.497 -2.131 -3.500  0.11
42 H 3.447 -0.529 -2.767  0.09
43 H 2.186 -1.044 -3.918  0.07
44 H 2.406 2.963 -2.900  0.09
45 H 3.006 1.588 -1.942  0.08
46 H 3.239 3.244 -1.373  0.11
47 H 0.424 4.293 -2.080  0.10
48 H 1.138 4.567 -0.492  0.10
49 H -0.447 3.777 -0.627  0.09
50 H 1.872 0.929 0.169  0.07
51 H 0.384 1.809 0.668  0.04
52 H 1.976 2.553 0.867  0.10
53 H 0.958 1.931 -4.361  0.07
54 H 0.489 1.912 -6.052  0.11
55 H 1.461 0.587 -5.419  0.09
56 H -1.506 2.192 -3.754  0.09
57 H -2.652 0.904 -4.191  0.09
58 H -2.053 2.011 -5.422  0.11
59 H -0.202 -1.205 -6.055  0.10
60 H -1.085 0.075 -6.887  0.11
61 H -1.939 -0.937 -5.739  0.08
62 N -2.535 -2.203 -3.239  0.19
63 C -3.221 -2.425 -2.145  -0.73
64 N -4.121 -3.396 -2.092  0.15
65 S -3.036 -1.522 -0.665  0.59
66 H -2.709 -2.755 -4.067  0.15
67 H -1.850 -1.450 -3.331  0.06
68 H -4.338 -3.961 -2.899  0.14
69 H -4.673 -3.550 -1.263  0.12
70 C 2.855 -1.105 5.450  -0.18
71 As 2.168 0.501 4.650  1.05
72 C 3.615 1.553 3.957  -0.17
73 C 1.217 1.507 5.980  -0.18
74 O 1.124 0.126 3.371  -0.76
75 H 3.429 -0.828 6.334  0.06
76 H 3.500 -1.625 4.744  0.05
77 H 2.029 -1.750 5.743  0.05
78 H 4.283 1.815 4.777  0.06
79 H 3.218 2.459 3.505  0.05
80 H 4.157 0.973 3.212  0.05
81 H 1.925 1.836 6.741  0.06
82 H 0.458 0.876 6.439  0.05
83 H 0.749 2.374 5.518  0.05

2.
This record from the OMol25 dataset describes a cluster of 2 separate species, C22H46BFN5O4 in total. The level of theory is ωB97M-V with the def2-TZVPD basis set.

## Properties
F_max = 2.99 eV/Å
orbital gap = 6.761 eV
total energy = -1565.3142 a.u.
net charge = -1
multiplicity = 1

Last column: Löwdin charge in e.
CARTESIAN COORDINATES (ANGSTROEM)
1 C 3.343 -4.218 0.698  -0.03
2 C 3.246 -3.248 -0.337  -0.14
3 C 1.911 -3.022 -1.155  -0.09
4 C 1.018 -1.853 -0.559  -0.33
5 C 1.505 -0.420 -1.021  -0.08
6 C 2.262 0.432 0.076  -0.17
7 C 3.846 0.364 -0.092  -0.20
8 C 4.531 1.523 0.771  -0.22
9 C 4.828 2.795 -0.125  -0.23
10 C 5.210 4.086 0.710  -0.25
11 C 4.030 5.161 0.631  -0.14
12 O -0.363 -1.827 -0.970  0.03
13 B -1.091 -2.901 -0.296  -0.94
14 C -2.524 -2.548 0.453  -0.07
15 C -3.083 -1.087 0.178  -0.19
16 C -3.780 -0.477 1.489  -0.20
17 C -4.831 -1.447 2.134  -0.24
18 N -5.390 -0.968 3.441  -0.01
19 C -4.352 -0.678 4.414  -0.51
20 N -4.614 0.215 5.318  0.08
21 N -3.032 -1.286 4.441  0.08
22 O -1.369 -4.137 -1.067  -0.03
23 C -1.506 -3.902 -2.458  -0.24
24 C -2.814 -3.092 -2.856  -0.17
25 C -3.235 -3.491 -4.332  -0.27
26 C -4.723 -3.124 -4.701  -0.14
27 O -0.182 -3.193 0.869  0.03
28 C 0.787 -2.168 0.987  -0.22
29 F 0.051 -1.178 1.758  -0.05
30 H 3.508 -3.909 1.765  0.05
31 H 3.258 -5.313 0.454  0.06
32 H 4.183 -2.673 -0.581  0.09
33 H 1.400 -4.018 -1.196  0.13
34 H 2.183 -2.724 -2.204  0.11
35 H 0.645 0.134 -1.467  0.12
36 H 2.249 -0.591 -1.859  0.11
37 H 1.936 0.246 1.129  0.10
38 H 2.010 1.518 -0.138  0.11
39 H 4.116 0.600 -1.165  0.10
40 H 4.268 -0.637 0.172  0.08
41 H 5.480 1.171 1.272  0.10
42 H 3.791 1.792 1.575  0.11
43 H 5.591 2.526 -0.900  0.10
44 H 3.866 3.031 -0.666  0.10
45 H 5.412 3.874 1.793  0.10
46 H 6.126 4.559 0.251  0.09
47 H 3.259 4.893 1.402  0.08
48 H 3.550 5.116 -0.382  0.05
49 H 4.436 6.199 0.754  0.06
50 H -3.292 -3.274 0.053  0.09
51 H -2.452 -2.691 1.566  0.08
52 H -3.901 -1.112 -0.600  0.10
53 H -2.287 -0.340 -0.101  0.11
54 H -2.950 -0.159 2.167  0.09
55 H -4.360 0.431 1.140  0.11
56 H -5.700 -1.528 1.418  0.12
57 H -4.450 -2.494 2.302  0.10
58 H -5.901 -1.775 3.822  0.11
59 H -3.795 0.306 5.934  0.03
60 H -2.975 -2.136 3.881  0.06
61 H -2.338 -0.600 4.154  0.08
62 H -0.573 -3.473 -2.940  0.12
63 H -1.629 -4.925 -2.937  0.11
64 H -2.666 -1.979 -2.823  0.12
65 H -3.645 -3.335 -2.135  0.11
66 H -3.094 -4.601 -4.442  0.10
67 H -2.527 -2.968 -5.033  0.11
68 H -4.815 -3.244 -5.824  0.06
69 H -5.483 -3.829 -4.256  0.07
70 H -5.004 -2.063 -4.455  0.07
71 H 1.651 -2.388 1.654  0.14
72 C 1.491 8.005 -0.218  -0.68
73 O 1.692 6.826 -0.452  0.03
74 N 2.045 9.004 -0.961  0.14
75 N 0.695 8.424 0.804  0.15
76 H 1.893 9.979 -0.787  0.09
77 H 2.638 8.732 -1.724  0.10
78 H 0.270 7.714 1.373  0.11
79 H 0.516 9.387 1.014  0.09

3.
This record from the OMol25 dataset describes a cluster of 5 separate species, C22H46FNO15S4 in total. The level of theory is ωB97M-V with the def2-TZVPD basis set.

## Properties
F_max = 0.75 eV/Å
orbital gap = 8.145 eV
SMILES = C[C@@H](F)CC1=C(CCCN)C(=O)OC1=O.CCOS(C)(=O)=O.CCOS(C)(=O)=O.CCOS(C)(=O)=O.CCOS(C)(=O)=O
total energy = -3741.8169 a.u.
multiplicity = 1

Last column: Löwdin charge in e.
CARTESIAN COORDINATES (ANGSTROEM)
1 C -0.701 -4.367 1.243  -0.02
2 C -1.629 -3.915 0.141  -0.36
3 F -2.300 -5.028 -0.375  -0.03
4 C -2.668 -2.893 0.606  -0.06
5 C -2.089 -1.527 0.750  -0.06
6 C -1.587 -0.691 -0.161  -0.05
7 C -1.502 -0.872 -1.644  -0.11
8 C -0.104 -1.217 -2.175  -0.17
9 C 0.951 -0.112 -2.081  -0.29
10 N 0.546 1.181 -2.609  0.02
11 C -1.144 0.532 0.586  -0.36
12 O -0.415 1.412 0.271  0.18
13 O -1.695 0.479 1.864  0.12
14 C -1.994 -0.862 2.081  -0.38
15 O -2.092 -1.328 3.167  0.19
16 H -0.072 -5.179 0.874  0.09
17 H -0.045 -3.550 1.549  0.09
18 H -1.263 -4.723 2.107  0.09
19 H -1.041 -3.491 -0.678  0.12
20 H -3.510 -2.858 -0.090  0.11
21 H -3.054 -3.212 1.577  0.14
22 H -2.183 -1.689 -1.897  0.12
23 H -1.878 0.032 -2.128  0.12
24 H 0.271 -2.119 -1.684  0.10
25 H -0.210 -1.479 -3.234  0.12
26 H 1.815 -0.462 -2.656  0.09
27 H 1.296 -0.022 -1.047  0.10
28 H 0.403 1.880 -1.896  0.05
29 H -0.260 1.135 -3.214  0.06
30 O -6.832 -3.615 0.391  -0.27
31 S -6.442 -3.512 -0.984  0.55
32 O -5.855 -2.290 -1.449  -0.29
33 O -7.680 -3.893 -1.899  -0.26
34 C -8.938 -3.225 -1.628  -0.25
35 C -8.975 -1.814 -2.171  -0.07
36 C -5.390 -4.843 -1.420  -0.11
37 H -9.127 -3.253 -0.554  0.11
38 H -9.681 -3.852 -2.115  0.12
39 H -8.284 -1.163 -1.638  0.07
40 H -9.983 -1.412 -2.063  0.08
41 H -8.702 -1.802 -3.226  0.09
42 H -5.832 -5.779 -1.091  0.08
43 H -4.446 -4.670 -0.909  0.04
44 H -5.239 -4.833 -2.496  0.08
45 O 4.168 -2.205 -0.121  -0.28
46 S 4.739 -1.269 -1.043  0.56
47 O 4.339 -1.305 -2.417  -0.28
48 O 6.321 -1.362 -0.951  -0.26
49 C 6.918 -2.677 -1.066  -0.25
50 C 6.978 -3.165 -2.497  -0.07
51 C 4.565 0.367 -0.427  -0.11
52 H 6.373 -3.368 -0.423  0.11
53 H 7.917 -2.552 -0.653  0.12
54 H 5.983 -3.361 -2.894  0.07
55 H 7.556 -4.088 -2.540  0.08
56 H 7.453 -2.420 -3.136  0.08
57 H 4.906 0.391 0.604  0.08
58 H 3.507 0.615 -0.489  0.06
59 H 5.147 1.038 -1.053  0.08
60 O 2.723 2.643 5.385  -0.28
61 S 1.888 2.377 6.518  0.56
62 O 1.806 1.043 7.027  -0.28
63 O 0.436 2.938 6.230  -0.27
64 C -0.201 2.542 4.984  -0.23
65 C -0.771 1.144 5.030  -0.06
66 C 2.295 3.472 7.833  -0.12
67 H 0.518 2.661 4.173  0.11
68 H -0.987 3.281 4.845  0.12
69 H 0.014 0.391 5.097  0.08
70 H -1.339 0.963 4.119  0.05
71 H -1.424 1.019 5.894  0.09
72 H 2.327 4.487 7.446  0.07
73 H 3.273 3.169 8.200  0.08
74 H 1.547 3.369 8.614  0.07
75 O 1.881 6.559 -4.207  -0.28
76 S 2.342 5.342 -3.607  0.56
77 O 1.393 4.408 -3.090  -0.28
78 O 3.405 5.700 -2.481  -0.27
79 C 3.013 6.682 -1.490  -0.25
80 C 2.092 6.107 -0.435  -0.07
81 C 3.438 4.506 -4.696  -0.12
82 H 2.566 7.536 -1.998  0.11
83 H 3.955 7.008 -1.052  0.12
84 H 1.122 5.845 -0.853  0.07
85 H 1.943 6.844 0.354  0.08
86 H 2.524 5.206 0.001  0.08
87 H 4.180 5.211 -5.059  0.07
88 H 2.832 4.127 -5.516  0.08
89 H 3.900 3.683 -4.157  0.07

4.
This record from the OMol25 dataset describes a structure of composition C22H46LuN3OP2. The level of theory is ωB97M-V with the def2-TZVPD basis set.

## Properties
F_max = 3.26 eV/Å
orbital gap = 7.642 eV
total energy = -3023.0962 a.u.
net charge = +2
multiplicity = 1

Last column: Löwdin charge in e.
CARTESIAN COORDINATES (ANGSTROEM)
1 Lu 0.127 0.066 0.257  1.39
2 P 0.746 0.738 -2.402  0.98
3 P -0.487 -2.202 1.619  0.95
4 N -1.437 -0.920 -1.103  -0.25
5 C -0.988 0.718 -3.003  -0.30
6 H -1.309 1.771 -3.045  0.09
7 H -0.968 0.359 -4.043  0.08
8 C -2.011 -0.099 -2.201  -0.24
9 H -2.739 0.577 -1.734  0.11
10 H -2.579 -0.761 -2.872  0.13
11 C -2.519 -1.688 -0.398  -0.23
12 H -2.660 -2.643 -0.931  0.13
13 H -3.450 -1.116 -0.512  0.12
14 C -2.253 -1.911 1.097  -0.32
15 H -2.832 -2.786 1.423  0.09
16 H -2.632 -1.056 1.682  0.09
17 C -0.675 -2.043 3.474  -0.54
18 C -0.514 -0.564 3.873  -0.13
19 H -1.278 0.091 3.429  0.06
20 H 0.477 -0.171 3.592  0.07
21 H -0.600 -0.465 4.967  0.09
22 C -0.352 -3.989 1.242  -0.53
23 C 1.118 -4.412 1.329  -0.10
24 H 1.239 -5.379 0.819  0.10
25 H 1.444 -4.521 2.374  0.08
26 H 1.763 -3.676 0.825  0.03
27 C 1.725 -0.003 -3.777  -0.53
28 C 3.236 0.143 -3.546  -0.10
29 H 3.762 -0.460 -4.299  0.09
30 H 3.534 -0.235 -2.559  0.08
31 H 3.580 1.182 -3.655  0.08
32 C 1.208 2.542 -2.230  -0.54
33 C 2.542 2.696 -1.480  -0.11
34 H 2.487 3.559 -0.803  0.08
35 H 3.377 2.867 -2.173  0.09
36 H 2.797 1.825 -0.858  0.05
37 C 1.548 -1.686 -0.114  -0.33
38 C -1.312 -4.878 2.058  -0.09
39 H -2.000 -4.322 2.711  0.07
40 H -1.930 -5.463 1.360  0.09
41 H -0.756 -5.599 2.674  0.09
42 C 1.293 0.404 -5.200  -0.10
43 H 2.155 0.371 -5.881  0.10
44 H 0.545 -0.297 -5.600  0.08
45 H 0.871 1.416 -5.250  0.06
46 C 1.166 3.332 -3.537  -0.10
47 H 1.348 4.391 -3.311  0.10
48 H 1.941 3.020 -4.249  0.08
49 H 0.189 3.283 -4.032  0.08
50 C 0.280 -2.933 4.278  -0.10
51 H 1.315 -2.825 3.929  0.08
52 H 0.252 -2.630 5.335  0.09
53 H 0.012 -3.996 4.249  0.07
54 H -1.716 -2.346 3.679  0.11
55 H 0.407 2.944 -1.583  0.09
56 H -0.666 -4.046 0.187  0.11
57 H 1.467 -1.071 -3.655  0.11
58 O 2.151 -0.577 0.078  -0.31
59 H -0.789 -1.633 -1.506  0.12
60 H 1.919 -2.461 -0.818  0.07
61 C -3.121 4.329 2.110  0.01
62 C -1.843 3.607 1.939  -0.27
63 C -0.553 3.847 2.428  0.06
64 C 0.264 2.820 1.946  -0.32
65 N -0.495 1.977 1.185  -0.12
66 N -1.771 2.507 1.197  0.05
67 C 1.712 2.590 2.145  -0.01
68 H -3.327 4.475 3.176  0.11
69 H -3.062 5.316 1.637  0.11
70 H -3.961 3.779 1.666  0.09
71 H -0.227 4.659 3.066  0.14
72 H -2.534 2.049 0.710  0.17
73 H 2.314 3.324 1.582  0.10
74 H 1.982 2.697 3.209  0.11
75 H 2.053 1.585 1.826  0.07

LUMO level values, unit eV, following the record order: -7.624, 1.905, -0.560, -5.537.